{"formula": "H3IP2S2", "method": "wB97M-V/def2-TZVPD", "symbols": ["P", "P", "S", "S", "I", "H", "H", "H"], "coordinates": [[0.74297, -0.71581, 1.23651], [-0.88742, 0.06500, -0.08826], [-2.46257, -0.77060, 0.65329], [-0.55568, -0.38354, -2.12774], [2.93966, 0.05099, 0.56868], [0.50485, 0.17190, 2.13695], [-1.16932, 1.78196, -0.07862], [0.88751, -0.19989, -2.30081]], "mulliken_charge": [0.01, 0.21, -0.34, -0.24, -0.05, 0.11, 0.15, 0.16], "e_tot_ev": -48396.8688, "homo_ev": -9.07, "gap_ev": 8.61, "de_lowest_kcal_mol": 32.3}

---

{"formula": "C54H43ClN3O2OsP3Te", "method": "wB97M-V/def2-TZVPD", "symbols": ["Os", "Cl", "C", "C", "C", "C", "C", "C", "P", "C", "C", "C", "C", "C", "C", "C", "C", "C", "C", "C", "C", "H", "H", "H", "H", "H", "H", "H", "H", "H", "H", "H", "H", "H", "H", "O", "N", "N", "O", "C", "C", "C", "C", "C", "C", "H", "H", "H", "H", "H", "Te", "C", "C", "C", "N", "C", "C", "C", "P", "C", "C", "C", "C", "C", "C", "C", "C", "C", "C", "C", "C", "P", "C", "C", "C", "C", "C", "C", "C", "C", "C", "C", "C", "C", "H", "H", "H", "H", "H", "H", "H", "H", "H", "H", "H", "H", "H", "H", "H", "H", "H", "H", "H", "H", "H", "H", "H", "H"], "coordinates": [[0.20678, 0.56046, 1.02873], [-1.21197, 1.81541, 2.49482], [-0.32713, 2.12181, 4.01103], [-0.97606, 2.87244, 4.97175], [-0.30697, 3.09444, 6.16546], [0.96451, 2.56877, 6.36907], [1.58114, 1.82646, 5.37769], [0.93919, 1.59634, 4.15885], [1.68059, 0.56083, 2.85677], [1.97368, -0.95807, 3.80448], [0.83619, -1.63979, 4.23938], [0.95713, -2.73361, 5.07784], [2.21715, -3.17041, 5.46987], [3.35048, -2.50228, 5.03390], [3.23212, -1.38903, 4.21159], [3.27925, 1.30766, 2.46562], [4.20768, 0.55866, 1.74044], [5.41360, 1.12396, 1.36195], [5.69762, 2.44298, 1.69250], [4.76875, 3.19875, 2.39120], [3.55900, 2.63630, 2.77463], [-1.96623, 3.26966, 4.79760], [-0.78531, 3.67406, 6.94305], [1.47290, 2.73724, 7.30831], [2.57034, 1.41638, 5.54282], [-0.14791, -1.30247, 3.92941], [0.07080, -3.24659, 5.42829], [2.31266, -4.02655, 6.12440], [4.33116, -2.83417, 5.34711], [4.12272, -0.85721, 3.90413], [3.99566, -0.47073, 1.47317], [6.13422, 0.53481, 0.81077], [6.64389, 2.88027, 1.40370], [4.98657, 4.22700, 2.64700], [2.84113, 3.23733, 3.31844], [1.57395, 0.00206, -0.39780], [2.01455, -1.21972, -0.27105], [1.33223, -1.93281, 0.50260], [0.25368, -1.47151, 1.13403], [1.68698, -3.31087, 0.71595], [2.70690, -3.87333, -0.04287], [3.02026, -5.20517, 0.16613], [2.31988, -5.95510, 1.10436], [1.30329, -5.37013, 1.84295], [0.97725, -4.03399, 1.65547], [3.24229, -3.28669, -0.77386], [3.81779, -5.65941, -0.40587], [2.57094, -6.99573, 1.25850], [0.75741, -5.95134, 2.57390], [0.18999, -3.56326, 2.22123], [-0.87329, 2.35195, -3.98432], [-2.89320, 2.14723, -4.55739], [-3.48807, 0.89915, -4.67436], [-4.83998, 0.84267, -4.98227], [-5.59561, 1.91680, -5.18575], [-5.00707, 3.10399, -5.09604], [-3.66476, 3.27878, -4.77877], [-1.06117, 0.81439, -2.48900], [-1.27824, 1.28090, -0.71148], [-0.66719, 2.98400, -0.62833], [-1.47924, 4.10341, -0.44498], [-0.91162, 5.36548, -0.40199], [0.46442, 5.52233, -0.52855], [1.28074, 4.41263, -0.67737], [0.72082, 3.14281, -0.72895], [-3.06836, 1.27525, -0.46326], [-3.93362, 2.01045, -1.27553], [-5.30255, 1.93644, -1.08001], [-5.81756, 1.12072, -0.07999], [-4.96495, 0.37930, 0.72543], [-3.59314, 0.45547, 0.53588], [-0.28150, -0.60291, -2.84092], [0.13073, -1.03612, -4.51387], [-0.68544, -1.95965, -5.17303], [-0.40775, -2.28043, -6.48994], [0.68558, -1.70979, -7.13114], [1.51086, -0.81445, -6.46346], [1.23715, -0.47428, -5.15008], [-0.78985, -2.06433, -1.97447], [-1.96557, -2.08073, -1.22194], [-2.35792, -3.25515, -0.60385], [-1.58798, -4.40333, -0.73746], [-0.42405, -4.39103, -1.49746], [-0.01492, -3.22110, -2.11016], [-2.93017, -0.01633, -4.52638], [-5.33656, -0.11719, -5.07402], [-5.63829, 3.96811, -5.27136], [-3.25531, 4.27734, -4.69595], [-2.54724, 3.99212, -0.31638], [-1.54364, 6.23342, -0.26944], [0.89688, 6.51363, -0.50695], [2.35331, 4.52982, -0.75732], [1.36891, 2.28432, -0.87444], [-3.54526, 2.63876, -2.06583], [-5.96776, 2.51143, -1.71057], [-6.88750, 1.06112, 0.06829], [-5.36812, -0.26351, 1.49650], [-2.92289, -0.12786, 1.15829], [-1.53054, -2.41334, -4.66991], [-1.04189, -2.98111, -7.01537], [0.89945, -1.97366, -8.15809], [2.36642, -0.38387, -6.96469], [1.88349, 0.21702, -4.62396], [-2.60233, -1.20750, -1.17058], [-3.27585, -3.27707, -0.03207], [-1.90240, -5.31968, -0.25543], [0.16782, -5.29015, -1.60419], [0.89097, -3.21081, -2.70476]], "mulliken_charge": [2.47, -0.20, 0.72, -0.66, -0.57, -0.85, -0.35, -0.87, 0.84, 0.99, -0.58, -0.61, -0.63, -0.69, -0.54, 0.49, -0.42, -0.97, -0.68, -0.74, -0.69, 0.55, 0.42, 0.44, 0.53, 0.25, 0.47, 0.44, 0.49, 0.51, 0.48, 0.47, 0.44, 0.47, 0.44, -0.47, -1.35, 2.18, -0.75, -0.31, -0.42, -0.92, -0.64, -1.12, 0.00, 0.58, 0.46, 0.49, 0.50, 0.64, 0.44, 0.09, 0.08, -0.51, -0.58, -0.39, -0.27, -0.46, 1.13, 0.82, -0.97, -0.81, -0.72, -0.85, -0.43, 0.68, -0.59, -0.98, -0.93, -0.90, 0.06, 0.65, 0.70, -0.30, -0.88, -0.51, -0.79, -0.42, 0.95, -0.53, -0.66, -0.69, -0.67, -0.73, 0.35, 0.39, 0.39, 0.45, 0.49, 0.49, 0.45, 0.54, 0.43, 0.70, 0.51, 0.44, 0.51, 0.27, 0.49, 0.45, 0.43, 0.45, 0.47, 0.56, 0.53, 0.45, 0.50, 0.49], "e_tot_ev": -115393.6241, "homo_ev": -12.49, "gap_ev": 5.88, "charge": 2, "de_lowest_kcal_mol": 0.0}

---

{"formula": "CH3OPS", "method": "wB97M-V/def2-TZVPD", "symbols": ["C", "S", "P", "O", "H", "H", "H"], "coordinates": [[-1.82153, 1.29236, 0.97145], [-0.41088, 0.64622, 0.56312], [0.92613, 0.53397, -1.69104], [2.11653, -0.09059, -0.79952], [-1.85394, 1.45510, 1.99161], [0.16914, -0.55438, -1.81466], [1.99485, -0.87450, -0.20976]], "mulliken_charge": [-0.27, -0.10, 0.22, -0.44, 0.18, 0.05, 0.36], "e_tot_ev": -23253.1663, "homo_ev": [-7.64, -7.63], "gap_ev": [6.79, 6.79], "smiles": "C#S#[PH]O", "de_lowest_kcal_mol": 84.8}

---

{"formula": "C4H2LiNaO2", "method": "wB97M-V/def2-TZVPD", "symbols": ["C", "C", "O", "Na", "H", "C", "C", "O", "Li", "H"], "coordinates": [[-0.92881, -0.08767, -1.54155], [0.17352, 0.50697, -1.79088], [-1.61961, -0.60820, -0.67096], [-1.48501, -1.23242, 1.51138], [0.54425, 1.27805, -2.45770], [0.96963, -0.11863, 0.89499], [1.72879, -1.11839, 0.58044], [2.25158, -1.63063, -0.43459], [1.47265, -1.25457, -2.05887], [1.04975, 0.71802, 1.57783]], "mulliken_charge": [0.91, -1.41, -0.70, 0.88, 0.27, -0.94, 0.59, -0.77, 0.86, 0.33], "e_tot_ev": -12893.6121, "homo_ev": -7.01, "gap_ev": 6.25, "de_lowest_kcal_mol": 0.0}